19
Properties=species:S:1:pos:R:3 method="wB97M-V/def2-TZVPD" homo_ev=-5.6 lumo_ev=3.7 total_charge=-1 e_tot_ha=-854.94280 e_above_lowest_kj_mol=236.3
C -1.4037 -0.5687 -2.5882
C 2.0800 -0.2644 3.0595
C -1.5810 0.0423 -1.1982
C -1.0985 1.3969 -1.1553
N -0.8360 2.5114 -1.3073
O -0.3633 -1.0731 1.6149
O -0.5125 3.6708 -1.3704
O 1.1922 -1.5838 -0.3808
O 2.1996 -0.9478 1.8528
P 0.8861 -0.8169 0.8465
H -0.3444 -0.6886 -2.7987
H -1.8564 0.0578 -3.3576
H -1.8681 -1.5523 -2.6165
H 1.1496 -0.5362 3.5679
H 2.0735 0.8219 2.8999
H 2.9375 -0.5297 3.6857
H -2.6364 0.0367 -0.9020
H -1.0157 -0.5468 -0.4669
H 0.9973 0.5705 0.6146